C21H19FN2O3S2 | ωB97M-V/def2-TZVPD

Atoms and positions in Å:
O1 0.19 4.60 2.89
C1 0.31 3.74 2.04
C2 -0.58 3.68 0.80
C3 -1.53 2.48 0.92
N1 -1.60 1.65 -0.28
C4 -0.51 0.91 -0.67
O2 0.59 0.98 -0.15
C5 -0.86 0.02 -1.78
C6 0.02 -0.92 -2.20
C7 -0.15 -1.93 -3.21
C8 -1.14 -1.90 -4.20
C9 -1.24 -2.90 -5.14
C10 -0.36 -3.98 -5.12
C11 0.63 -4.05 -4.15
C12 0.72 -3.03 -3.22
F1 1.67 -3.12 -2.26
S1 -2.50 0.31 -2.28
C13 -2.74 1.50 -1.00
S2 -4.14 2.29 -0.76
N2 1.20 2.74 2.08
C14 1.99 2.40 3.24
C15 1.37 1.20 4.00
C16 0.99 0.10 3.05
C17 1.95 -0.56 2.30
C18 1.59 -1.53 1.38
C19 0.25 -1.86 1.19
O3 -0.14 -2.78 0.27
C20 -0.72 -1.22 1.95
C21 -0.35 -0.26 2.87
H1 -1.14 4.61 0.71
H2 0.06 3.56 -0.08
H3 -1.20 1.82 1.73
H4 -2.55 2.81 1.14
H5 0.97 -0.91 -1.68
H6 -1.81 -1.06 -4.24
H7 -2.00 -2.85 -5.90
H8 -0.44 -4.77 -5.85
H9 1.32 -4.87 -4.10
H10 1.18 2.04 1.34
H11 2.02 3.28 3.89
H12 3.00 2.15 2.91
H13 2.10 0.85 4.73
H14 0.48 1.55 4.53
H15 2.99 -0.32 2.43
H16 2.35 -2.03 0.79
H17 0.63 -3.15 -0.17
H18 -1.75 -1.48 1.81
H19 -1.11 0.22 3.47

Calculated values
- HOMO level: -8.58 eV
- Charge: 0
- E_LUMO: -0.0423 hartree
- Frontier orbital gap: 7.4294 eV
- E_tot: -2043.16911 a.u.
- Relative energy (zero: lowest compared OMol25 entry of this formula, charge and spin): 0.0 kcal/mol
- SMILES: O=C(CCN1C(=O)/C(=C/c2ccccc2F)SC1=S)NCCc1ccc(O)cc1
- Max |F|: 1.1 eV/Å

Electronic structure analysis, natural (NBO) charges in units of e: -0.627, 0.683, -0.510, -0.226, -0.459, 0.681, -0.597, -0.301, -0.108, -0.189, -0.151, -0.221, -0.171, -0.303, 0.490, -0.344, 0.391, -0.086, -0.038, -0.648, -0.215, -0.428, -0.048, -0.182, -0.303, 0.375, -0.687, -0.308, -0.195, 0.239, 0.229, 0.229, 0.252, 0.247, 0.217, 0.223, 0.223, 0.234, 0.435, 0.234, 0.190, 0.216, 0.213, 0.211, 0.210, 0.482, 0.225, 0.214

---

C21H19N5RuS2 | ωB97M-V/def2-TZVPD

Atoms and positions in Å:
Ru1 0.12 -0.60 1.41
S1 0.03 -0.65 3.81
C1 -0.92 -2.08 4.05
C2 -1.20 -2.45 5.40
N1 -1.42 -2.71 6.50
C3 -1.40 -2.84 3.02
S2 -1.11 -2.43 1.34
C4 -2.17 -4.00 3.26
N2 -2.80 -4.96 3.41
C5 2.37 0.97 1.27
C6 2.89 -0.37 1.81
C7 4.36 -0.56 1.46
C8 1.99 -1.46 1.25
H1 2.94 1.82 1.64
H2 1.33 1.17 1.60
H3 2.38 0.98 0.17
H4 2.78 -0.35 2.90
H5 4.50 -0.58 0.38
H6 4.73 -1.51 1.86
H7 4.98 0.25 1.87
H8 2.08 -2.41 1.79
H9 2.25 -1.64 0.20
N3 0.07 -0.41 -8.64
C9 0.07 -0.44 -7.48
C10 0.07 -0.47 -6.06
C11 0.97 -1.29 -5.37
C12 0.97 -1.31 -3.99
C13 0.08 -0.51 -3.25
C14 -0.82 0.30 -3.96
C15 -0.83 0.33 -5.34
C16 0.09 -0.53 -1.83
C17 0.09 -0.55 -0.61
H10 1.66 -1.90 -5.93
H11 1.66 -1.94 -3.45
H12 -1.51 0.91 -3.40
H13 -1.52 0.96 -5.87
C18 -2.67 4.38 0.81
N4 -2.44 2.99 1.13
C19 -3.32 2.14 1.76
C20 -2.66 0.95 1.89
N5 -1.41 1.07 1.35
C21 -1.31 2.30 0.90
H14 -3.74 4.58 0.85
H15 -2.32 4.60 -0.19
H16 -2.17 5.03 1.53
H17 -4.30 2.45 2.05
H18 -2.99 0.02 2.32
H19 -0.45 2.71 0.39

Calculated values
- HOMO level (alpha / beta): -4.18 / -4.71 eV
- Charge: -1
- E_LUMO (alpha / beta): 0.0746 / 0.0744 hartree
- Frontier orbital gap (alpha / beta): 6.2064 / 6.7339 eV
- E_tot: -1976.69528 a.u.
- Spin multiplicity: 2
- Relative energy (zero: lowest compared OMol25 entry of this formula, charge and spin): 0.0 kcal/mol
- Max |F|: 0.5 eV/Å

Electronic structure analysis, natural (NBO) charges in units of e: 0.230, -0.116, -0.295, 0.284, -0.353, -0.354, 0.194, 0.281, -0.353, -0.587, -0.261, -0.599, -0.498, 0.212, 0.183, 0.223, 0.207, 0.196, 0.208, 0.192, 0.206, 0.185, -0.357, 0.284, -0.171, -0.176, -0.207, -0.049, -0.216, -0.167, -0.205, -0.146, 0.218, 0.225, 0.218, 0.214, -0.397, -0.339, -0.096, -0.054, -0.456, 0.196, 0.214, 0.213, 0.205, 0.215, 0.240, 0.209

---

C21H19NO4 | ωB97M-V/def2-TZVPD

Atoms and positions in Å:
C1 4.32 -2.11 1.58
C2 3.86 -1.23 0.44
C3 4.78 -0.91 -0.52
C4 4.42 -0.15 -1.60
C5 3.15 0.31 -1.74
C6 2.22 0.02 -0.77
C7 2.58 -0.75 0.30
C8 1.48 -1.07 1.31
C9 0.45 -2.07 0.83
C10 -0.74 -2.11 1.43
C11 -1.16 -1.19 2.55
O1 -1.44 0.12 1.99
N1 -2.70 0.10 1.35
O2 -2.58 0.24 0.20
C12 -1.80 -3.10 1.01
O3 -2.79 -3.30 1.70
C13 -1.63 -3.86 -0.26
C14 -0.45 -3.80 -0.87
C15 0.71 -3.04 -0.28
O4 1.82 -3.26 -0.75
H1 3.79 -1.95 2.52
H2 5.38 -1.92 1.75
H3 4.25 -3.16 1.28
H4 5.80 -1.25 -0.43
H5 5.16 0.07 -2.36
H6 2.83 0.90 -2.59
H7 1.20 0.37 -0.86
H8 1.01 -0.13 1.62
H9 1.95 -1.48 2.21
H10 -2.09 -1.54 3.01
H11 -0.39 -1.07 3.31
H12 -2.44 -4.43 -0.68
H13 -0.33 -4.34 -1.80
C16 -3.85 5.40 -1.88
C17 -2.60 5.41 -1.28
C18 -2.13 4.27 -0.65
C19 -2.91 3.12 -0.61
C20 -4.17 3.12 -1.20
C21 -4.64 4.26 -1.83
H14 -4.22 6.29 -2.38
H15 -1.99 6.30 -1.31
H16 -1.15 4.27 -0.18
H17 -2.55 2.23 -0.11
H18 -4.78 2.22 -1.16
H19 -5.62 4.25 -2.30

Calculated values
- HOMO level: -8.98 eV
- Charge: 0
- E_LUMO: -0.0559 hartree
- Frontier orbital gap: 7.4542 eV
- E_tot: -1167.19324 a.u.
- Relative energy (zero: lowest compared OMol25 entry of this formula, charge and spin): 140.5 kcal/mol
- SMILES: Cc1ccccc1CC1=C(CON=O)C(=O)C=CC1=O.c1ccccc1
- Max |F|: 1.7 eV/Å

Electronic structure analysis, natural (NBO) charges in units of e: -0.633, -0.022, -0.201, -0.208, -0.212, -0.223, 0.068, -0.495, 0.014, -0.103, -0.137, -0.429, 0.394, -0.242, 0.496, -0.509, -0.233, -0.221, 0.494, -0.482, 0.206, 0.219, 0.229, 0.207, 0.211, 0.213, 0.208, 0.247, 0.233, 0.234, 0.217, 0.236, 0.234, -0.213, -0.217, -0.201, -0.221, -0.202, -0.217, 0.212, 0.211, 0.210, 0.209, 0.212, 0.211

---

C21H20BrN8S2Ti | ωB97M-V/def2-TZVPD

Atoms and positions in Å:
Ti1 -0.20 0.93 -0.24
N1 -2.70 3.46 1.85
C1 -2.11 2.88 0.79
S1 -0.41 3.29 0.46
N2 -2.80 2.05 0.05
N3 -1.95 1.61 -0.94
C2 -2.10 1.86 -2.18
C3 -0.87 1.80 -2.97
C4 -0.84 2.05 -4.33
C5 0.39 2.15 -4.96
C6 1.54 2.01 -4.21
C7 1.43 1.74 -2.85
N4 0.26 1.64 -2.23
H1 -2.24 4.24 2.30
H2 -3.70 3.38 1.95
H3 -3.03 2.24 -2.59
H4 -1.76 2.18 -4.88
H5 0.45 2.35 -6.02
H6 2.52 2.09 -4.66
H7 2.32 1.59 -2.25
C8 -1.51 -4.01 -2.36
N5 -0.54 -3.71 -1.31
C9 0.01 -4.62 -0.43
C10 0.84 -3.96 0.38
N6 0.83 -2.61 -0.02
C11 -0.05 -2.48 -1.06
S2 -0.53 -1.11 -1.94
C12 1.69 -1.63 0.51
C13 2.70 -2.00 1.40
C14 3.55 -1.03 1.90
C15 3.42 0.29 1.47
C16 2.42 0.55 0.57
N7 1.54 -0.37 0.11
H8 -1.82 -5.04 -2.25
H9 -1.05 -3.86 -3.33
H10 -2.37 -3.34 -2.26
H11 -0.26 -5.66 -0.45
H12 1.43 -4.33 1.19
H13 2.84 -3.02 1.71
H14 4.33 -1.30 2.60
H15 4.08 1.07 1.80
H16 2.29 1.56 0.18
Br1 -2.14 -1.16 1.15
C17 -1.28 -0.19 2.52
C18 -1.60 -0.41 3.85
C19 -0.92 0.34 4.80
C20 0.03 1.26 4.38
C21 0.25 1.42 3.02
N8 -0.39 0.69 2.09
H17 -2.35 -1.14 4.12
H18 -1.13 0.21 5.85
H19 0.57 1.87 5.08
H20 0.95 2.16 2.65

Calculated values
- HOMO level (alpha / beta): -13.89 / -13.90 eV
- Charge: +2
- E_LUMO (alpha / beta): -0.2332 / -0.2369 hartree
- Frontier orbital gap (alpha / beta): 7.5405 / 7.4503 eV
- E_tot: -5469.75842 a.u.
- Spin multiplicity: 2
- Relative energy (zero: lowest compared OMol25 entry of this formula, charge and spin): 35.7 kcal/mol
- Max |F|: 1.1 eV/Å

Electronic structure analysis, natural (NBO) charges in units of e: 1.239, -0.778, 0.316, -0.232, -0.389, -0.350, 0.137, 0.141, -0.182, -0.112, -0.212, 0.095, -0.518, 0.420, 0.421, 0.243, 0.251, 0.253, 0.254, 0.207, -0.412, -0.328, -0.016, -0.073, -0.374, 0.300, -0.142, 0.413, -0.238, -0.098, -0.220, 0.038, -0.539, 0.238, 0.238, 0.238, 0.260, 0.250, 0.246, 0.256, 0.259, 0.225, 0.208, 0.158, -0.253, -0.102, -0.241, 0.078, -0.568, 0.260, 0.253, 0.254, 0.231

---

C21H20ClCoF3N3O6S3 | ωB97M-V/def2-TZVPD

Atoms and positions in Å:
Co1 -0.30 0.51 0.25
Cl1 6.40 1.83 1.95
C1 4.86 1.15 1.59
C2 4.42 0.06 2.35
C3 3.19 -0.50 2.08
C4 2.36 0.00 1.04
O1 1.22 -0.55 0.83
C5 2.85 1.11 0.27
C6 2.07 1.66 -0.77
N1 0.88 1.18 -1.10
C7 0.22 1.55 -2.24
C8 0.75 2.28 -3.30
C9 -0.04 2.61 -4.40
C10 -1.37 2.25 -4.45
C11 -1.94 1.49 -3.42
C12 -3.29 1.07 -3.40
C13 -3.73 0.29 -2.37
C14 -2.84 -0.10 -1.36
N2 -1.58 0.28 -1.35
C15 -1.13 1.09 -2.33
C16 4.10 1.66 0.57
H1 5.04 -0.33 3.15
H2 2.84 -1.35 2.65
H3 2.46 2.53 -1.28
H4 1.79 2.58 -3.29
H5 0.40 3.17 -5.21
H6 -1.98 2.54 -5.29
H7 -3.95 1.37 -4.20
H8 -4.76 -0.06 -2.33
H9 -3.17 -0.74 -0.56
H10 4.47 2.50 -0.01
O2 -1.17 0.67 4.17
S1 -0.30 0.38 3.05
N3 -1.04 -0.03 1.80
C17 -1.74 -5.01 1.70
C18 -0.94 -3.73 1.61
S2 -1.85 -2.46 0.61
O3 -2.50 -3.22 -0.47
C19 -3.21 -2.09 1.85
C20 -4.58 -2.36 1.26
H11 -1.14 -5.81 2.12
H12 -2.07 -5.29 0.71
H13 -2.62 -4.87 2.32
H14 0.00 -3.89 1.07
H15 -0.72 -3.26 2.56
H16 -3.05 -1.04 2.11
H17 -3.01 -2.70 2.73
H18 -5.05 -1.45 0.89
H19 -5.24 -2.82 1.99
H20 -4.47 -3.06 0.42
F1 -0.91 4.43 -0.91
C21 -0.25 4.47 0.25
F2 -0.46 5.66 0.80
F3 1.05 4.38 -0.04
S3 -0.84 3.04 1.35
O4 -1.57 3.65 2.39
O5 -1.59 2.25 0.38
O6 0.39 2.34 1.72

Calculated values
- HOMO level (alpha / beta): -8.19 / -8.30 eV
- Charge: 0
- E_LUMO (alpha / beta): -0.0499 / -0.0848 hartree
- Frontier orbital gap (alpha / beta): 6.8352 / 5.9956 eV
- E_tot: -4764.99544 a.u.
- Spin multiplicity: 5
- Relative energy (zero: lowest compared OMol25 entry of this formula, charge and spin): 40.7 kcal/mol
- Max |F|: 2.4 eV/Å

Electronic structure analysis, natural (NBO) charges in units of e: 1.580, 0.011, -0.106, -0.169, -0.237, 0.414, -0.755, -0.236, 0.237, -0.628, 0.121, -0.209, -0.190, -0.183, -0.103, -0.087, -0.258, 0.131, -0.545, 0.237, -0.141, 0.232, 0.221, 0.195, 0.217, 0.223, 0.220, 0.223, 0.235, 0.211, 0.224, -0.845, 1.537, -0.982, -0.633, -0.570, 1.223, -1.004, -0.598, -0.647, 0.219, 0.241, 0.205, 0.229, 0.216, 0.246, 0.221, 0.206, 0.222, 0.251, -0.319, 0.708, -0.304, -0.327, 2.336, -0.903, -1.001, -1.013

---

- Which formula does entry 3 have?
  C21H19NO4